A structure of composition C46H51F3N8NiO3 in a non-equilibrium geometry. Source: OMol25; level of theory: ωB97M-V/def2-TZVPD.

M in g/mol: 879.65
HOMO-LUMO gap (spin up / spin down) in eV: 8.335 / 8.271
HOMO level (spin up / spin down) in eV: -8.01 / -7.93
⟨S²⟩: 2.004

ORCA input file:
```
! RIJCOSX wB97M-V def2-TZVPD def2/J DEFGRID3
* xyz 0 3
Ni 0.27038 -0.23755 -2.95406
C 2.29552 -0.76939 -4.71380
O 2.33407 0.35416 -3.83876
O 0.99130 -1.11692 -4.69765
C 2.89175 -0.41581 -6.09340
F 2.38678 0.75457 -6.53243
F 4.23764 -0.30906 -5.98117
F 2.67637 -1.32464 -7.05824
C 3.56092 0.88761 -3.33950
C 3.19281 2.16672 -2.59891
H 4.04938 2.68801 -2.17375
H 2.66086 2.82623 -3.28660
H 2.50357 1.93472 -1.77925
H 4.21906 1.20991 -4.14772
H 3.99871 0.13782 -2.67637
H 2.91211 -1.56443 -4.26216
C 0.19878 -0.22727 1.35526
C 0.13326 0.88804 0.29225
O 0.30167 0.42958 -0.98787
H 1.22504 -0.60295 1.41834
H -0.45961 -1.06987 1.12529
H -0.07038 0.11643 2.36026
H 0.91542 1.60402 0.59911
H -0.83534 1.41205 0.35237
N -1.17854 -4.75593 5.17900
C -0.15255 -5.60926 5.20494
C 1.08343 -5.34919 4.62395
C 1.27152 -4.12070 4.01341
C 0.22567 -3.22036 3.98383
C -0.97572 -3.58841 4.59800
H -0.31072 -6.58521 5.64908
H 1.80011 -6.15916 4.64290
H 2.24182 -3.86219 3.60383
H 0.42913 -2.26860 3.51015
H -1.77464 -2.85989 4.49158
N 2.61820 2.72912 4.16223
C 2.07161 1.51893 4.20304
C 1.70223 0.92441 5.40650
C 2.00286 1.56746 6.59445
C 2.62207 2.81100 6.55670
C 2.90524 3.34762 5.30036
H 1.81057 1.03915 3.26774
H 1.06091 0.05215 5.43895
H 1.63883 1.21431 7.55116
H 2.76509 3.44432 7.42083
H 3.13429 4.40151 5.17251
N -0.19660 1.73519 -3.79105
C -0.40072 2.79266 -2.99391
C -0.73182 4.06119 -3.41535
C -0.86639 4.29662 -4.77486
C -0.55377 3.25865 -5.63809
C -0.25603 2.01204 -5.10476
H -0.22031 2.62682 -1.93684
H -0.74764 4.88180 -2.71114
H -0.96379 5.29252 -5.18927
H -0.43062 3.49067 -6.68663
H -0.08019 1.16667 -5.76044
N 4.39240 -1.02099 -0.27093
C 3.87377 0.12299 0.18115
C 4.13027 0.61579 1.45774
C 4.91156 -0.14041 2.30903
C 5.52057 -1.28899 1.82474
C 5.22993 -1.67899 0.51759
H 3.14329 0.67478 -0.40319
H 3.64763 1.51663 1.81484
H 5.01559 0.18565 3.33734
H 6.17337 -1.88307 2.44914
H 5.68268 -2.57690 0.11099
N -5.97382 -1.23923 3.61613
C -5.95246 -0.03886 3.01629
C -4.88848 0.44819 2.26223
C -3.76136 -0.34932 2.19068
C -3.75474 -1.60275 2.77771
C -4.90154 -2.01214 3.44402
H -6.82347 0.58666 3.16480
H -4.94655 1.46958 1.91188
H -2.83752 -0.04073 1.71014
H -2.91329 -2.26383 2.62301
H -4.94447 -2.98280 3.92526
N -4.55877 4.75994 -0.83033
C -4.65008 5.12728 0.45712
C -3.85187 4.52796 1.42559
C -2.92979 3.56394 1.03037
C -2.82293 3.20289 -0.29909
C -3.65662 3.87088 -1.19772
H -5.41467 5.87005 0.63382
H -4.04621 4.76049 2.46483
H -2.23251 3.10754 1.72342
H -2.02982 2.55325 -0.64028
H -3.48213 3.75367 -2.26310
N -1.84438 -0.64263 -3.18674
C -2.33995 -1.46723 -4.12034
C -3.66298 -1.85151 -4.20748
C -4.54388 -1.42120 -3.22550
C -4.10013 -0.51205 -2.28280
C -2.75932 -0.16561 -2.30931
H -1.63132 -1.80357 -4.87262
H -3.93255 -2.45775 -5.06003
H -5.59838 -1.66939 -3.22416
H -4.71364 0.02805 -1.57642
H -2.21885 0.43260 -1.57852
N 0.55017 -2.23773 -2.01485
C -0.16956 -3.33229 -2.29390
C 0.08773 -4.57754 -1.74687
C 1.04945 -4.67577 -0.74471
C 1.71496 -3.53268 -0.35598
C 1.47030 -2.36966 -1.05646
H -0.91081 -3.25563 -3.07572
H -0.52131 -5.44429 -1.96056
H 1.18805 -5.65224 -0.29672
H 2.38030 -3.54868 0.49644
H 2.02451 -1.50021 -0.73598
*
```

Atomic partial charges in e from the Löwdin method, atoms 1 to 2: atom 1 (Ni): 0.702, atom 2 (C): -0.440

A structure of composition C46H52GeN3O5SbV in a non-equilibrium geometry. Source: OMol25; level of theory: ωB97M-V/def2-TZVPD.

M in g/mol: 972.25
HOMO-LUMO gap (spin up / spin down) in eV: 4.009 / 4.625
HOMO level (spin up / spin down) in eV: -12.63 / -12.65
⟨S²⟩: 0.774

ORCA input file:
```
! RIJCOSX wB97M-V def2-TZVPD def2/J DEFGRID3
* xyz 2 2
V -0.07457 1.00771 0.78406
O -6.38423 2.70455 2.68284
C -5.51575 2.35014 3.49019
O -5.36920 2.26985 4.71807
C -4.19793 1.85075 2.73655
C -3.27960 1.02912 3.40237
C -2.14062 0.66170 2.75618
N -1.86764 1.10780 1.50315
C -2.83537 1.74778 0.79213
C -3.98620 2.16656 1.39140
C -2.52266 1.72299 -0.63878
C -3.39688 2.03152 -1.64388
C -3.03093 1.73119 -2.95356
C -1.78786 1.18010 -3.20498
C -0.92521 0.95668 -2.15255
N -1.29725 1.18554 -0.87855
C -1.05815 -0.19288 3.24016
C -1.01481 -0.84702 4.44449
C 0.14660 -1.51848 4.79763
C 1.22696 -1.52569 3.92571
C 1.10613 -0.88533 2.71666
N -0.02159 -0.24156 2.37068
H -3.49836 0.72840 4.42303
H -4.76353 2.70493 0.85843
H -4.35814 2.47236 -1.41138
H -3.71557 1.93061 -3.76972
H -1.47986 0.91798 -4.20897
H 0.08124 0.60929 -2.31113
H -1.87092 -0.81551 5.10620
H 0.21600 -2.01325 5.75819
H 2.15265 -2.02841 4.17284
H 1.90495 -0.85059 2.00347
C 3.88233 -1.45147 0.46455
C 3.72186 -0.24554 -0.44636
C 3.57126 -0.71821 -1.88859
C 4.97925 0.61435 -0.32375
O 2.50435 0.52741 -0.11065
Ge 2.71566 2.32747 -0.12641
O 0.86459 2.13280 1.65045
C 0.89267 3.16320 2.74606
C -0.00558 4.30708 2.30204
C 0.38474 2.56879 4.04876
C 2.32770 3.63341 2.93084
O 1.13937 2.56139 -1.02902
C 0.93658 3.73224 -1.89803
C -0.47411 4.26078 -1.67390
C 1.14806 3.31228 -3.34695
C 1.94544 4.83004 -1.55773
H 4.71467 -2.06062 0.10782
H 2.99083 -2.08033 0.44574
H 4.11197 -1.14468 1.48927
H 4.54052 -1.01181 -2.29715
H 3.16874 0.08889 -2.50847
H 2.91184 -1.57953 -1.94577
H 5.85619 -0.00724 -0.49926
H 5.07183 1.05621 0.67223
H 4.99354 1.42108 -1.06429
H -1.03635 3.96353 2.17722
H 0.34793 4.72470 1.35685
H 0.00603 5.09392 3.05631
H -0.68252 2.35559 4.00301
H 0.53765 3.29554 4.84559
H 0.93870 1.66324 4.31154
H 2.66747 4.24766 2.09730
H 3.00700 2.78391 3.04560
H 2.37952 4.23517 3.83740
H -1.21936 3.62819 -2.15443
H -0.57132 5.26359 -2.09237
H -0.69424 4.31803 -0.60450
H 0.44268 2.54217 -3.65334
H 2.16397 2.93106 -3.48606
H 1.01434 4.17470 -4.00457
H 1.85934 5.14396 -0.51166
H 1.76622 5.70052 -2.18855
H 2.97219 4.49966 -1.73745
C 2.32638 -6.39729 -2.10100
C 2.50652 -5.25685 -2.87314
C 1.88090 -4.06799 -2.51945
C 1.07117 -4.01533 -1.38481
C 0.89110 -5.15979 -0.61229
C 1.51286 -6.34927 -0.97936
Sb 0.00457 -2.21426 -0.87613
C -0.97039 -2.00314 -2.77512
C -2.32631 -2.20023 -3.03041
C -2.82243 -2.07035 -4.32547
C -1.97406 -1.73394 -5.37246
C -0.62311 -1.51730 -5.12406
C -0.12826 -1.64292 -3.83158
C -1.33298 -3.13901 0.52097
C -0.73971 -3.43427 1.75081
C -1.45694 -4.07195 2.75656
C -2.78045 -4.43400 2.53873
C -3.37223 -4.17096 1.31119
C -2.65662 -3.52417 0.30703
H 2.81767 -7.32234 -2.37714
H 3.13099 -5.28977 -3.75799
H 2.02376 -3.20393 -3.15385
H 0.25858 -5.14981 0.26560
H 1.34950 -7.24136 -0.38659
H -3.01570 -2.45229 -2.23979
H -3.87552 -2.24588 -4.51434
H -2.36247 -1.64347 -6.38027
H 0.04596 -1.25267 -5.93487
H 0.92742 -1.45179 -3.65491
H 0.31137 -3.21339 1.90944
H -0.97668 -4.30692 3.70154
H -3.34158 -4.94008 3.31550
H -4.39186 -4.48609 1.12416
H -3.14671 -3.34913 -0.63672
*
```

Atomic partial charges in e from the Löwdin method, atoms 1 to 2: atom 1 (V): 1.105, atom 2 (O): 0.022

A structure of composition C46H52KN9O6S5. Source: OMol25; level of theory: ωB97M-V/def2-TZVPD.

M in g/mol: 1026.41
HOMO-LUMO gap in eV: 5.228
HOMO level in eV: -1.95

ORCA input file:
```
! RIJCOSX wB97M-V def2-TZVPD def2/J DEFGRID3
* xyz -2 1
K 2.04109 -1.20324 -1.52131
C 1.27340 4.29399 -4.78799
C 2.22812 3.37231 -4.36785
C 1.86280 2.10073 -3.95554
C 0.51921 1.69710 -3.97509
C -0.44292 2.65741 -4.34196
C -0.06825 3.92693 -4.75202
N 0.19354 0.41702 -3.55142
C -0.70647 -0.29151 -4.19176
C -1.22336 0.03816 -5.51260
C -2.19497 -0.68690 -6.11812
C -2.76881 -1.83464 -5.50135
C -2.26922 -2.23674 -4.30175
C -1.23023 -1.52999 -3.64065
N -0.67565 -1.98604 -2.48337
N -1.17187 -3.04125 -1.97514
C -0.55195 -3.42717 -0.77570
C -0.65328 -4.77561 -0.41919
C -0.04512 -5.20802 0.73919
C 0.63801 -4.29137 1.52919
C 0.65684 -2.97230 1.11545
N 0.06369 -2.53466 0.00368
H 1.56714 5.28558 -5.11329
H 3.27640 3.64811 -4.34247
H 2.60831 1.41634 -3.56840
H -1.49072 2.38632 -4.28938
H -0.83471 4.64236 -5.03685
H -0.79127 0.88508 -6.02632
H -2.53002 -0.39463 -7.10886
H -3.55362 -2.39148 -5.99784
H -2.63583 -3.13161 -3.81714
H -1.18644 -5.44670 -1.07824
H -0.08620 -6.25365 1.01973
H 1.15685 -4.58904 2.43036
H 1.18449 -2.22336 1.70069
C -5.01927 4.63729 -3.10690
N -3.73387 4.78842 -2.46864
C -3.04410 5.97356 -2.29114
C -1.87583 5.66191 -1.70659
N -1.85020 4.28958 -1.51979
C -3.00469 3.72952 -2.00575
S -3.49741 2.13658 -2.11785
C -0.69022 3.61920 -1.00303
C 0.55480 4.04722 -1.44929
C 1.67828 3.42301 -0.94171
C 1.50566 2.41214 -0.00937
C 0.21653 2.06827 0.33812
N -0.89120 2.65792 -0.12510
H -5.36489 5.62115 -3.41955
H -5.73376 4.19042 -2.41585
H -4.93277 3.97636 -3.96877
H -3.45173 6.92305 -2.58699
H -1.06000 6.28101 -1.38276
H 0.62783 4.78087 -2.23944
H 2.67333 3.65789 -1.29518
H 2.35743 1.86143 0.36117
H 0.05073 1.24780 1.02583
C -5.55334 -1.27104 2.91756
C -5.32059 -2.21723 1.73007
S -3.59394 -2.61340 1.32197
C -3.17100 -1.32043 0.12385
C -2.37395 -0.13456 0.63395
S -2.95513 0.66937 2.15080
C -4.26715 1.75098 1.54663
C -5.57282 1.05331 1.19865
S -6.47126 0.25659 2.55687
H -4.60844 -1.02546 3.39164
H -6.19139 -1.75498 3.66073
H -5.80349 -1.84746 0.82482
H -5.77849 -3.18375 1.94588
H -4.09825 -0.99284 -0.34661
H -2.59645 -1.80839 -0.66179
H -2.32891 0.63688 -0.13789
H -1.33397 -0.38456 0.85025
H -3.88521 2.27015 0.66436
H -4.43529 2.48132 2.34027
H -5.42991 0.34362 0.38561
H -6.28471 1.79582 0.82762
C 6.92570 -2.72667 4.93859
C 6.44016 -2.85163 3.51728
C 5.08047 -2.88206 3.22430
C 4.63679 -2.98511 1.91478
C 5.54737 -3.05827 0.87109
C 6.90688 -3.02336 1.14975
C 7.34533 -2.92294 2.46274
S 4.95318 -3.06941 -0.82647
O 3.73463 -3.87828 -0.79595
O 6.07134 -3.64122 -1.57145
N 4.56090 -1.62700 -1.15362
C 5.48494 -0.51637 -1.11733
C 4.76292 0.86137 -1.10548
O 5.47475 1.83981 -0.80646
O 3.53301 0.89369 -1.40262
H 6.08729 -2.62587 5.62857
H 7.56616 -1.85024 5.06106
H 7.50723 -3.60201 5.24032
H 4.35569 -2.79321 4.02587
H 3.57827 -2.99292 1.68971
H 7.60519 -3.08447 0.32533
H 8.41065 -2.88894 2.67185
H 6.15690 -0.49755 -1.98750
H 6.13277 -0.53257 -0.23041
O 1.93395 0.95055 4.72216
C 1.58846 -0.08444 3.95130
O 2.38815 -0.83653 3.46400
C 0.07754 -0.21248 3.73431
N -0.64335 0.78656 4.54624
C -1.50021 0.07488 5.51549
C -0.90779 -1.32918 5.59413
C -0.45897 -1.58220 4.15614
H -0.08347 -0.03662 2.66975
H -1.20911 1.36271 3.93499
H 1.06560 1.35316 4.96702
H -2.53230 0.02833 5.15248
H -1.49679 0.58820 6.47885
H -1.62948 -2.06388 5.95054
H -0.04785 -1.34030 6.26972
H -1.31584 -1.84794 3.53214
H 0.29301 -2.36161 4.05342
*
```

Atomic partial charges in e from the Löwdin method, atoms 1 to 2: atom 1 (K): 0.730, atom 2 (C): -0.147

A structure of composition C46H53Br2F4N10O2Zr. Source: OMol25; level of theory: ωB97M-V/def2-TZVPD.

M in g/mol: 1105.02
HOMO-LUMO gap in eV: 6.291
HOMO level in eV: -9.04

ORCA input file:
```
! RIJCOSX wB97M-V def2-TZVPD def2/J DEFGRID3
* xyz 1 1
Zr 1.27519 0.71308 -0.20838
C 1.10586 1.70491 -4.13490
N 2.04500 1.33618 -3.08474
C 3.04896 2.39074 -2.95514
C 2.66943 0.06198 -3.39968
C 3.63425 -0.38664 -2.30831
N 3.21001 0.03760 -0.97157
C 4.23915 0.15345 -0.06687
C 4.11667 1.09246 0.95731
F 2.91759 1.77327 1.00461
C 5.07567 1.38808 1.89085
F 4.81253 2.32435 2.81466
C 6.28089 0.71726 1.87906
C 6.44036 -0.24465 0.89849
F 7.57580 -0.94662 0.85023
C 5.46279 -0.53522 -0.03870
F 5.70658 -1.53261 -0.90572
H 1.61713 1.88367 -5.09241
H 0.57391 2.61385 -3.85360
H 0.38011 0.90701 -4.28942
H 3.66707 2.46424 -3.86236
H 3.69630 2.20315 -2.10058
H 2.55361 3.34822 -2.80223
H 3.22948 0.11381 -4.34769
H 1.87585 -0.67095 -3.55074
H 4.61925 0.04049 -2.52016
H 3.75574 -1.47182 -2.38112
H 7.05565 0.91983 2.60257
N -1.98372 1.31159 5.12107
C -1.30390 0.73311 3.86670
C -0.12706 1.61152 3.52540
C -0.49498 3.02670 3.07571
N 0.58863 3.48862 2.22243
C -1.82622 3.05837 2.30338
C -2.25978 1.73283 1.68099
N -1.38769 1.33380 0.56373
C -2.33018 0.62175 2.74047
H -1.30225 1.38966 5.87740
H -2.74321 0.70704 5.43497
H -2.36384 2.24174 4.93882
H -0.97298 -0.25482 4.18696
H 0.36907 1.11817 2.68681
H 0.59190 1.62907 4.35037
H -0.61384 3.67156 3.96410
H 1.48618 3.45455 2.69394
H 0.44759 4.44447 1.91545
H -1.77939 3.83567 1.53595
H -2.63517 3.37512 2.97552
H -3.28104 1.87644 1.30898
H -1.43884 2.03961 -0.17152
H -1.78970 0.49471 0.15116
H -2.16307 -0.34065 2.25868
H -3.34205 0.57385 3.15774
Br 3.03394 4.69054 -0.16163
C 1.32835 4.92128 -0.93356
C 0.98427 6.22686 -1.33625
C -0.21129 6.47545 -1.93387
Br -0.62094 8.24162 -2.46789
C -1.13275 5.41999 -2.15554
C -2.38826 5.59240 -2.78062
C -3.21679 4.52257 -2.94870
C -2.79098 3.26804 -2.47762
N -1.63373 3.06400 -1.90064
C -0.78611 4.11347 -1.73516
C 0.49015 3.83738 -1.11679
O 0.81192 2.61763 -0.78363
H 1.69171 7.02747 -1.17274
H -2.67508 6.57727 -3.12207
H -4.18004 4.62543 -3.42789
H -3.44011 2.40296 -2.58369
C -1.16655 -2.40747 1.15683
C -0.36106 -2.13334 2.39634
C -0.71332 -2.77207 3.57966
C 0.01313 -2.59325 4.74846
C 1.14201 -1.78290 4.70318
C 1.52296 -1.12268 3.54278
C 2.77133 -0.29488 3.53620
C 0.74905 -1.24716 2.35680
N 1.02333 -0.51327 1.24025
H -2.19592 -2.67751 1.40075
H -0.74878 -3.24237 0.58765
H -1.17340 -1.54328 0.49351
H -1.57474 -3.43283 3.57669
H -0.26262 -3.10992 5.65842
H 1.75558 -1.66589 5.59028
H 3.20342 -0.22839 4.53524
H 2.58558 0.71620 3.17143
H 3.51798 -0.73672 2.87153
C -5.63032 -5.19784 0.42092
C -4.47555 -5.31021 -0.53627
C -4.67276 -5.18004 -1.90934
C -3.61383 -5.27021 -2.79526
C -2.32681 -5.50874 -2.32471
N -1.27183 -5.65177 -3.27356
C 0.05463 -5.35981 -3.06819
O 0.94921 -6.02827 -3.53003
N 0.35652 -4.24685 -2.26484
C -0.18279 -2.96287 -2.32729
C -1.32257 -2.58856 -3.03652
C -1.73027 -1.26421 -3.00299
C -1.00266 -0.33012 -2.29026
N 0.10568 -0.68591 -1.62881
C 0.50604 -1.95364 -1.65896
C -2.11530 -5.65960 -0.96307
C -3.18415 -5.55240 -0.08438
H -6.45491 -5.84441 0.11958
H -6.01404 -4.17616 0.45502
H -5.33354 -5.47929 1.43044
H -5.67186 -5.00837 -2.29232
H -3.78092 -5.16667 -3.86112
H -1.37241 -6.41193 -3.93118
H 1.33861 -4.27181 -2.02782
H -1.87588 -3.31049 -3.61451
H -2.61036 -0.95386 -3.54914
H -1.27130 0.72029 -2.25321
H 1.39826 -2.18558 -1.08500
H -1.12501 -5.88492 -0.58974
H -3.00737 -5.68600 0.97617
*
```

Atomic partial charges in e from the Löwdin method, atoms 1 to 2: atom 1 (Zr): 1.732, atom 2 (C): -0.081